1.
C36H41F4N4O2P | ωB97M-V with the def2-TZVPD basis set

Each line ends with the Mulliken charge.
CARTESIAN COORDINATES (ANGSTROEM)
1 C -2.89811 3.62179 0.27866  -0.735
2 C -2.44340 3.51425 1.84999  0.469
3 O -3.43442 3.38781 2.76428  -0.508
4 O -1.07208 3.59131 2.37684  -0.347
5 C -0.29527 2.35714 2.02227  0.285
6 C 1.22033 2.85341 1.68342  -1.081
7 P 2.28150 1.67760 0.63201  0.721
8 F 3.40310 0.64803 -0.25018  -0.474
9 C 1.30147 0.11333 1.10054  -0.442
10 C 2.05375 -1.31575 0.66231  -0.386
11 C 1.10493 -2.52964 1.31446  0.396
12 F 1.73920 -3.45834 2.32388  -0.315
13 C -0.33434 -2.73401 0.99961  0.042
14 F -0.97499 -2.14021 -0.19603  -0.172
15 F -1.09135 -3.63241 1.95037  -0.252
16 C 2.11672 2.72455 -0.95165  -0.821
17 C 0.59847 2.93750 -1.51478  0.629
18 C 0.28020 2.20871 -2.95722  0.081
19 C 0.85996 2.68910 -4.41946  -0.409
20 C 0.37526 1.84330 -5.77341  -0.437
21 C -0.67550 0.55424 -5.69301  -0.428
22 C -1.23437 0.06928 -4.22525  -0.435
23 C -0.75235 0.90482 -2.89874  -0.112
24 H -3.02601 2.54179 -0.16333  0.167
25 H -2.18463 4.27210 -0.39861  0.286
26 H -3.98065 4.12158 0.21776  0.372
27 H -0.87950 1.84847 1.14759  -0.140
28 H -0.29187 1.64697 2.95961  0.269
29 H 1.77472 3.03558 2.69954  0.494
30 H 1.17771 3.91291 1.13837  0.234
31 H 3.41151 2.01661 1.50984  -0.039
32 H 1.15695 0.00089 2.28071  0.362
33 H 0.25689 0.07498 0.52347  0.127
34 H 2.04207 -1.50380 -0.49185  0.348
35 H 3.10339 -1.45092 1.17406  0.310
36 H 2.55120 3.80526 -0.69006  0.414
37 H 2.86327 2.29251 -1.77230  0.375
38 H 0.47327 4.10806 -1.71324  0.406
39 H -0.26350 2.64532 -0.78162  -0.568
40 H 1.59053 3.60194 -4.49018  0.284
41 H 0.78526 2.21192 -6.82696  0.277
42 H -1.01793 0.00754 -6.67159  0.357
43 H -1.99256 -0.83296 -4.15582  0.307
44 H -1.15896 0.56484 -1.83330  0.080
45 C -6.53476 1.60666 1.70791  -0.626
46 C -5.22793 1.17735 1.50202  0.267
47 C -5.02878 -0.02120 0.83571  -0.677
48 N -6.03179 -0.80120 0.37646  -0.540
49 C -7.28970 -0.35921 0.59275  -0.247
50 C -7.58903 0.82612 1.24489  -0.371
51 H -6.73020 2.54154 2.22507  0.423
52 H -4.38462 1.76210 1.85151  0.326
53 H -4.02737 -0.39740 0.64779  0.672
54 H -8.07787 -1.00512 0.21604  0.347
55 H -8.61870 1.13315 1.38906  0.376
56 C -3.39879 1.70601 7.11760  -0.256
57 C -2.67127 0.53812 7.32065  -0.439
58 C -2.08481 -0.06855 6.22148  -0.288
59 N -2.18147 0.40664 4.96045  -0.387
60 C -2.89561 1.54104 4.79429  0.159
61 C -3.51482 2.22112 5.83062  -0.824
62 H -3.87169 2.21056 7.95513  0.376
63 H -2.56301 0.11066 8.31101  0.370
64 H -1.50420 -0.98016 6.32884  0.382
65 H -2.96010 1.90110 3.77130  0.589
66 H -4.07444 3.12968 5.63932  0.382
67 C 6.07492 -5.12158 2.50326  -0.247
68 C 6.90957 -4.44076 1.62329  -0.365
69 C 6.32925 -3.74431 0.57528  -0.261
70 N 4.99734 -3.69059 0.35508  -0.466
71 C 4.21255 -4.36281 1.22495  -0.197
72 C 4.69872 -5.08353 2.30390  -0.515
73 H 6.49323 -5.67743 3.33734  0.356
74 H 7.98611 -4.45170 1.75059  0.355
75 H 6.93812 -3.19448 -0.13650  0.376
76 H 3.14624 -4.30581 1.02488  0.574
77 H 4.02139 -5.60309 2.97214  0.370
78 C 2.04509 -3.45506 -6.83703  -0.439
79 C 1.63105 -2.28758 -6.20453  -0.168
80 C 2.56458 -1.28299 -6.00583  -0.237
81 N 3.85741 -1.37246 -6.38783  -0.516
82 C 4.23031 -2.51849 -6.99776  -0.278
83 C 3.36983 -3.57629 -7.24382  -0.275
84 H 1.34149 -4.26390 -7.01134  0.361
85 H 0.60599 -2.16256 -5.87457  0.364
86 H 2.28950 -0.35154 -5.51964  0.489
87 H 5.27475 -2.56644 -7.29298  0.353
88 H 3.72363 -4.47302 -7.73978  0.358

Results
**Multiplicity**: 1
**E**: -2506.0805 Eh
**Highest occupied orbital energy**: -8.761 eV
**Molecular weight**: 668.7 g mol⁻¹
**Frontier orbital gap**: 8.67 eV
**SMILES**: CC(=O)OCC[PH](F)(CCC(F)=C(F)F)CCc1ccccc1.c1ccncc1.c1ccncc1.c1ccncc1.c1ccncc1

---

2.
C36H41IN2OPtSSi | ωB97M-V with the def2-TZVPD basis set

Each line ends with the Mulliken charge.
CARTESIAN COORDINATES (ANGSTROEM)
1 Pt 0.19849 -0.41092 -0.04408  0.476
2 I 0.20872 -0.36428 2.70640  0.111
3 C 2.26299 0.07456 2.52830  0.767
4 C 2.93594 0.26459 3.70012  -0.711
5 C 4.30955 0.58213 3.67646  -0.756
6 C 4.95473 0.70139 2.48282  -0.836
7 C 4.27038 0.50720 1.25785  0.792
8 C 4.95763 0.64490 0.02758  -0.862
9 C 4.30158 0.46476 -1.15288  -0.962
10 C 2.93183 0.12297 -1.15911  -0.342
11 C 2.22321 -0.02776 0.00362  -0.091
12 C 2.88476 0.17596 1.25097  -0.372
13 H 2.42086 0.17777 4.64733  0.424
14 H 4.83725 0.73175 4.60912  0.417
15 H 6.00842 0.95081 2.44925  0.389
16 H 6.00996 0.90084 0.04728  0.354
17 H 4.82751 0.58106 -2.09244  0.451
18 H 2.43098 -0.01197 -2.11153  0.472
19 C -0.83340 -1.51412 -3.83781  -1.042
20 C -0.59447 -0.06452 -3.52212  0.443
21 C -0.39835 0.88245 -4.51257  -0.943
22 C -0.18137 2.20472 -4.12554  -0.738
23 C -0.13648 2.54295 -2.79349  -0.668
24 C -0.30968 1.53664 -1.82191  0.241
25 N -0.58739 0.26612 -2.22819  0.262
26 N -0.17819 1.66586 -0.46992  0.304
27 Si -0.67698 3.13227 0.31061  -0.298
28 C -2.21581 3.80506 -0.54005  -1.056
29 C -1.15185 2.87020 2.10290  -0.770
30 C 0.67563 4.43500 0.29904  -1.097
31 H -1.27469 -1.63126 -4.82730  0.562
32 H -1.50799 -1.94465 -3.09818  -0.003
33 H 0.11115 -2.06550 -3.82665  0.124
34 H -0.43366 0.59905 -5.55521  0.494
35 H -0.02790 2.97017 -4.87670  0.413
36 H 0.08059 3.55696 -2.48872  0.353
37 H -2.93568 3.00046 -0.71320  0.260
38 H -2.01275 4.27405 -1.50270  0.340
39 H -2.69406 4.55112 0.09936  0.437
40 H -1.84865 2.03982 2.23305  -0.090
41 H -1.64766 3.78250 2.44620  0.443
42 H -0.29534 2.69259 2.75277  0.259
43 H 0.95913 4.72504 -0.71427  0.327
44 H 1.56945 4.03953 0.78790  0.295
45 H 0.37101 5.33843 0.83325  0.350
46 C -4.78444 -0.55245 -0.37322  -1.326
47 S -3.07172 -1.11028 -0.31104  1.050
48 O -2.98291 -2.25866 -1.25605  -0.763
49 C -3.12158 -1.79431 1.34400  0.618
50 C -2.91951 -3.15102 1.51266  -0.506
51 C -2.84346 -3.66457 2.80339  -0.435
52 C -2.96072 -2.82434 3.89869  -0.604
53 C -3.15578 -1.45847 3.71531  -0.532
54 C -3.22819 -0.93748 2.43447  -0.725
55 H -5.43072 -1.42071 -0.25781  0.430
56 H -4.92558 -0.09331 -1.34998  0.422
57 H -4.96038 0.18002 0.41276  0.426
58 H -2.81353 -3.78760 0.64255  0.573
59 H -2.68143 -4.72503 2.94316  0.449
60 H -2.89382 -3.22848 4.90027  0.405
61 H -3.23959 -0.80011 4.57036  0.406
62 H -3.35568 0.12939 2.28601  0.097
63 C 1.82761 -3.33530 1.31924  -2.196
64 C 0.98037 -3.48812 0.06329  3.687
65 C 1.95033 -3.67318 -1.14360  -1.654
66 C 0.23737 -2.25359 -0.33790  0.500
67 C 0.01936 -4.68088 0.12097  0.049
68 C -0.79488 -4.98488 -0.97158  0.120
69 C -1.69312 -6.03742 -0.92733  -0.894
70 C -1.79464 -6.82322 0.21321  -0.497
71 C -0.98300 -6.54341 1.29949  -0.863
72 C -0.08811 -5.48077 1.25398  -0.350
73 H 2.48111 -2.47013 1.21399  0.259
74 H 2.45386 -4.21858 1.45913  0.584
75 H 1.21658 -3.19610 2.21003  0.459
76 H 2.64758 -2.83693 -1.19282  0.320
77 H 1.41748 -3.74106 -2.09172  0.255
78 H 2.50298 -4.60258 -0.99349  0.468
79 H -0.51288 -2.48593 -1.10409  -0.875
80 H -0.74994 -4.38704 -1.87337  0.109
81 H -2.32048 -6.23930 -1.78577  0.398
82 H -2.49687 -7.64575 0.25040  0.406
83 H -1.04324 -7.15089 2.19405  0.431
84 H 0.52171 -5.27962 2.12311  0.372

Results
**Multiplicity**: 1
**E**: -2685.8128 Eh
**Highest occupied orbital energy (alpha / beta)**: -6.930 / -6.932 eV
**Molecular weight**: 899.9 g mol⁻¹
**ΔE to the lowest compared entry with this formula, charge and spin**: 54.10 kcal/mol
**Frontier orbital gap (alpha / beta)**: 6.54 / 6.54 eV

---

3.
C36H41N5O4RuS | ωB97M-V with the def2-TZVPD basis set

Each line ends with the Mulliken spin population.
CARTESIAN COORDINATES (ANGSTROEM)
1 Ru 0.17086 0.21911 -0.83160  2.739
2 C -3.70113 -2.76139 -4.26614  -0.002
3 C -2.35855 -2.06178 -4.15122  0.003
4 N -1.44323 -2.75012 -3.22809  0.017
5 C -0.73247 -3.93312 -3.74977  -0.002
6 C -1.34100 -5.25093 -3.29645  0.001
7 C -1.25213 -2.35749 -1.98433  0.007
8 S -2.08926 -0.99548 -1.31529  0.202
9 N -0.42964 -3.11703 -1.20703  0.023
10 C 0.66915 -2.65036 -0.70081  -0.015
11 O 1.19771 -1.50711 -0.98793  0.063
12 C 1.40344 -3.48098 0.29395  -0.004
13 C 2.57235 -2.98929 0.86636  -0.002
14 C 3.22298 -3.71979 1.84922  0.000
15 C 2.70862 -4.93938 2.26593  0.001
16 C 1.54373 -5.43652 1.69179  0.000
17 C 0.89451 -4.71096 0.70648  -0.001
18 H -4.36127 -2.17739 -4.90738  0.000
19 H -4.17335 -2.85286 -3.28687  0.002
20 H -3.60852 -3.75600 -4.70288  0.000
21 H -2.48414 -1.04329 -3.79873  -0.001
22 H -1.85067 -2.00895 -5.11317  0.000
23 H 0.31129 -3.86503 -3.44779  0.001
24 H -0.76264 -3.84930 -4.83457  0.000
25 H -1.22768 -5.38194 -2.22252  0.000
26 H -0.83310 -6.07481 -3.79864  0.000
27 H -2.40004 -5.30623 -3.54680  0.000
28 H 2.95533 -2.03101 0.54338  -0.002
29 H 4.13332 -3.33573 2.29090  0.000
30 H 3.21862 -5.50924 3.03198  0.000
31 H 1.14891 -6.39432 2.00542  0.000
32 H -0.00891 -5.08949 0.24504  -0.001
33 O -0.16565 0.27674 -5.09083  0.063
34 C 0.08897 0.41741 -3.94741  0.059
35 N 0.35203 0.56573 -2.79245  0.027
36 C 1.56087 6.05722 1.22197  0.007
37 O 1.22394 5.33694 0.05048  0.013
38 C 2.06190 4.34735 -0.35276  0.070
39 C 3.23004 4.01077 0.32088  -0.021
40 C 4.08414 3.03856 -0.18431  0.050
41 C 3.78172 2.40325 -1.37755  -0.032
42 C 2.61112 2.72470 -2.04422  0.070
43 C 1.72487 3.67257 -1.54090  -0.054
44 N 0.56806 3.96011 -2.28699  0.203
45 C -0.60658 4.50570 -1.87485  0.574
46 C -1.08959 4.33819 -0.54151  0.143
47 C -1.79863 5.31539 0.13874  0.056
48 C -2.05343 5.17717 1.50171  0.175
49 C -1.60676 4.06560 2.22996  0.093
50 C -1.00325 3.02388 1.56324  0.065
51 C -0.82425 3.08983 0.15939  0.137
52 O -0.55634 2.07386 -0.57655  0.379
53 H 0.79764 6.82291 1.32839  -0.002
54 H 2.54034 6.53120 1.13059  0.001
55 H 1.54550 5.40431 2.09920  0.000
56 H 3.48831 4.52534 1.23510  -0.001
57 H 4.99188 2.79713 0.35297  0.004
58 H 4.44602 1.65727 -1.79144  -0.001
59 H 2.35986 2.21915 -2.96687  0.005
60 H 0.67293 3.81748 -3.27966  -0.012
61 H -1.16481 5.08568 -2.59578  0.014
62 H -2.07817 6.22901 -0.36994  -0.003
63 H -2.57432 5.97520 2.01630  0.004
64 H -1.76785 4.01774 3.29840  0.014
65 H -0.69482 2.12182 2.06999  0.001
66 C -2.80488 0.05664 2.09903  0.008
67 N -2.43698 -1.32044 2.53506  -0.002
68 C -2.50436 -1.43843 4.01615  0.000
69 C -1.10460 -1.79352 1.95168  0.034
70 C 0.05477 -0.88013 2.22103  0.027
71 C 0.71872 -0.97771 3.44642  0.001
72 C 1.83870 -0.21185 3.71680  0.023
73 C 2.32351 0.64693 2.73875  -0.002
74 C 1.68133 0.72575 1.51239  -0.069
75 C 0.53593 -0.02433 1.21989  -0.051
76 H -3.79636 0.28754 2.48112  -0.001
77 H -2.78254 0.09295 1.01501  -0.014
78 H -2.07267 0.73970 2.51531  -0.005
79 H -3.12760 -1.95952 2.14130  0.000
80 H -1.79041 -0.74160 4.44569  0.000
81 H -2.25245 -2.45690 4.30152  0.000
82 H -3.51252 -1.19253 4.34040  0.000
83 H -1.29674 -1.87180 0.88669  -0.021
84 H -0.94818 -2.78909 2.36784  0.001
85 H 0.37879 -1.69692 4.18451  0.000
86 H 2.34409 -0.30372 4.66910  0.002
87 H 3.21165 1.23922 2.92264  -0.001
88 H 2.10402 1.38277 0.75591  -0.061

Results
**⟨S²⟩**: 8.7898
**Multiplicity**: 6
**E**: -2463.9299 Eh
**Highest occupied orbital energy (alpha / beta)**: -8.375 / -10.550 eV
**Charge**: +1
**Molecular weight**: 740.9 g mol⁻¹
**ΔE to the lowest compared entry with this formula, charge and spin**: 0.00 kcal/mol
**Frontier orbital gap (alpha / beta)**: 6.10 / 5.67 eV

---

4.
C36H42BClN6O4 | ωB97M-V with the def2-TZVPD basis set

Each line ends with the Mulliken charge.
CARTESIAN COORDINATES (ANGSTROEM)
1 H -4.93006 -5.05746 -2.60416  0.290
2 N -3.98851 -5.44508 -2.57711  -0.730
3 C -3.15894 -4.58048 -2.17416  -0.147
4 C -1.70276 -4.94805 -2.05955  -1.504
5 C -0.79920 -3.74932 -2.16779  0.430
6 C -0.51297 -3.14061 -3.33283  1.510
7 C -1.11200 -3.63725 -4.62861  -0.625
8 C -0.91850 -2.79086 -5.90796  -0.645
9 C -2.26954 -2.34572 -6.48302  -0.671
10 C -3.13454 -3.50796 -6.99631  -1.090
11 C 0.41312 -1.96527 -3.27207  -0.828
12 O 1.24409 -1.73777 -4.11602  -0.538
13 C 0.29767 -1.10742 -2.04333  0.322
14 C 0.01213 -1.76136 -0.84469  0.685
15 C -0.08580 -1.07844 0.35527  -0.845
16 C 0.07774 0.29806 0.34677  -0.428
17 C 0.35487 0.99986 -0.83366  -0.185
18 B 0.51347 2.57127 -0.71374  0.944
19 O 1.49646 3.27492 -1.39292  -0.634
20 O -0.29779 3.25684 0.14915  -0.474
21 C 0.47190 0.27509 -2.02358  0.182
22 Cl 0.76367 1.12427 -3.50834  -0.281
23 C -0.21045 -3.23341 -0.89983  -0.044
24 O 0.05187 -3.95855 0.03236  -0.573
25 H -3.48220 -3.56606 -1.92860  0.461
26 H -1.54428 -5.39849 -1.07715  0.481
27 H -1.46102 -5.70488 -2.80343  0.448
28 H -0.80415 -4.67136 -4.79532  0.361
29 H -2.18839 -3.69631 -4.44278  0.131
30 H -0.44171 -3.41648 -6.66171  0.320
31 H -0.32297 -1.90488 -5.72957  0.289
32 H -2.79729 -1.73456 -5.74738  0.338
33 H -2.04286 -1.68715 -7.32438  0.439
34 H -3.91667 -3.77387 -6.28672  0.275
35 H -2.52540 -4.39126 -7.18638  0.281
36 H -3.61529 -3.22829 -7.93191  0.368
37 H -0.31076 -1.60835 1.27041  0.567
38 H -0.02545 0.84156 1.27731  0.608
39 H 1.17681 3.47934 -2.27929  0.261
40 H -1.21478 2.96916 0.12574  0.302
41 C 5.50317 2.57563 1.49471  -0.567
42 C 4.69147 1.49770 1.93975  -0.705
43 C 3.74718 1.26934 0.97248  -0.515
44 N 3.95440 2.16779 -0.03459  0.106
45 C 5.02037 2.96341 0.27218  -0.612
46 H 6.34252 3.01505 2.00811  0.445
47 H 4.79110 0.94487 2.85970  0.660
48 H 2.95055 0.54642 0.91766  0.513
49 H 3.39868 2.23739 -0.87049  0.188
50 H 5.34480 3.73721 -0.40134  0.413
51 C 9.12774 7.11067 -1.10870  -0.398
52 C 7.94610 7.46522 -0.40190  -0.457
53 C 6.99292 6.53101 -0.70514  -0.403
54 N 7.55223 5.62847 -1.56949  0.021
55 C 8.85278 5.97305 -1.81797  -0.480
56 H 10.07032 7.63130 -1.09603  0.385
57 H 7.81286 8.30878 0.25413  0.397
58 H 5.97086 6.43175 -0.38126  0.390
59 H 7.08190 4.83458 -1.96173  0.192
60 H 9.46804 5.38228 -2.47430  0.368
61 C 3.67826 0.92340 7.13739  -0.623
62 C 4.27356 2.09121 7.68749  -0.407
63 C 4.77487 2.82267 6.64372  -0.538
64 N 4.50787 2.14259 5.48840  0.090
65 C 3.83811 0.98667 5.77861  -0.189
66 H 3.18862 0.13038 7.67713  0.384
67 H 4.32649 2.36203 8.72852  0.386
68 H 5.29585 3.76430 6.62547  0.366
69 H 4.76243 2.44568 4.56505  0.195
70 H 3.53255 0.31087 4.99832  0.362
71 C -3.90977 -3.30261 2.27902  -1.163
72 C -4.92374 -2.30694 2.23212  0.221
73 C -4.71712 -1.56703 1.09947  -0.527
74 N -3.61861 -2.07797 0.46039  0.303
75 C -3.12228 -3.14002 1.17182  -0.411
76 H -3.77471 -4.05200 3.04041  0.453
77 H -5.70875 -2.15332 2.95181  0.112
78 H -5.25186 -0.72427 0.69531  0.437
79 H -3.23256 -1.72251 -0.39478  0.161
80 H -2.25497 -3.68173 0.83822  0.390
81 C -8.77398 -0.09959 5.32221  -0.744
82 C -7.82922 -0.84760 4.56778  -0.055
83 C -7.87491 -0.38251 3.28102  -0.284
84 N -8.81124 0.61392 3.22932  0.000
85 C -9.36234 0.79388 4.46861  -0.458
86 H -8.99478 -0.20674 6.37068  0.379
87 H -7.19123 -1.63562 4.93174  0.380
88 H -7.32697 -0.67350 2.40198  0.219
89 H -9.05766 1.13288 2.40776  0.183
90 H -10.12138 1.53815 4.63653  0.382

Results
**Multiplicity**: 1
**E**: -2511.5654 Eh
**Highest occupied orbital energy**: -8.107 eV
**Molecular weight**: 669.0 g mol⁻¹
**Frontier orbital gap**: 6.61 eV
**SMILES**: [H]/N=C/CC1=C(CCCC)C(=O)c2c(ccc(B(O)O)c2Cl)C1=O.c1cc[nH]c1.c1cc[nH]c1.c1cc[nH]c1.c1cc[nH]c1.c1cc[nH]c1